Below is a 2-piece molecular cluster, C4H7NO overall, with properties calculated with the ωB97M-V functional and the def2-TZVPD basis.

Last column: natural (NBO) charge in e.
CARTESIAN COORDINATES (ANGSTROEM)
N: 2.42809 -0.01900 0.60554  -0.628
C: 1.22847 -0.01299 0.25227  0.542
C: 0.10059 -0.92706 0.62858  -0.518
C: -0.91874 -0.64094 -0.47392  -0.581
C: -0.47282 0.62746 -1.18317  0.327
O: 0.72042 0.91961 -0.70352  -0.509
H: 2.94538 0.73431 0.15061  0.360
H: 0.44974 -1.95995 0.66677  0.251
H: -0.26397 -0.65292 1.62556  0.245
H: -1.95949 -0.59558 -0.13822  0.250
H: -0.88406 -1.37787 -1.28673  0.252
H: -1.77568 1.98493 0.29282  -0.016
H: -1.59794 1.91999 -0.43659  0.024

Properties
energy above the lowest of the compared OMol25 structures with the same formula, charge and spin	415.90	kJ/mol
E_HOMO	-8.88	eV
spin multiplicity	1
HOMO-LUMO gap	9.4	eV

=====

Below is one molecule with the formula C4H7NO, with properties calculated with the ωB97M-V functional and the def2-TZVPD basis.

Last column: natural (NBO) charge in e.
CARTESIAN COORDINATES (ANGSTROEM)
C: -1.89648 -0.45154 -0.38569  -0.719
C: -0.42726 -0.68177 -0.09538  0.578
O: 0.00184 -1.76071 0.26775  -0.560
C: 0.49674 0.47998 -0.29547  -0.212
C: 1.43737 0.83130 0.80794  -0.225
N: 1.92358 0.21259 -0.40625  -0.555
H: -2.19938 -1.07646 -1.23370  0.246
H: -2.11718 0.59257 -0.62733  0.217
H: -2.49310 -0.75425 0.48008  0.244
H: 0.10958 1.27609 -0.92688  0.207
H: 1.40958 0.23770 1.72023  0.206
H: 1.69835 1.87987 0.93346  0.201
H: 2.05637 -0.78539 -0.23877  0.371

Properties
energy above the lowest of the compared OMol25 structures with the same formula, charge and spin	160.60	kJ/mol
E_HOMO	-9.89	eV
structure (SMILES)	CC(=O)[C@H]1CN1
spin multiplicity	1
HOMO-LUMO gap	10.9	eV

=====

Below is one molecule with the formula C4H7NO, with properties calculated with the ωB97M-V functional and the def2-TZVPD basis.

Last column: natural (NBO) charge in e.
CARTESIAN COORDINATES (ANGSTROEM)
H: -2.95069 0.24843 0.59621  0.376
N: -2.13642 0.46670 0.03491  -0.784
C: -1.03122 0.08739 0.47596  0.254
C: 0.42527 1.25909 0.16109  -0.547
C: 0.99022 0.01317 -0.23059  0.413
C: 0.26648 -0.89796 -0.99129  -0.628
O: 1.93232 -0.44474 0.62458  -0.657
H: -0.74291 -0.49597 1.34971  0.168
H: -0.00838 1.87882 -0.61074  0.247
H: 0.86459 1.73268 1.03047  0.233
H: -0.35815 -0.56289 -1.80194  0.236
H: 0.57742 -1.93409 -1.02783  0.201
H: 2.17147 -1.35063 0.38947  0.488

Properties
energy above the lowest of the compared OMol25 structures with the same formula, charge and spin	458.44	kJ/mol
E_HOMO	-7.46	eV
structure (SMILES)	[H]/N=C/CC(=C)O
spin multiplicity	1
HOMO-LUMO gap	8.2	eV

=====

Below is a 2-piece molecular cluster, C4H7NO overall, with properties calculated with the ωB97M-V functional and the def2-TZVPD basis.

Last column: natural (NBO) charge in e.
CARTESIAN COORDINATES (ANGSTROEM)
C: 0.43898 -1.39125 1.42756  -0.304
C: 1.71433 -1.06583 0.90141  -0.316
C: 1.58334 0.15743 0.28333  -0.071
N: 0.28917 0.54600 0.37629  -0.500
C: -0.42599 -0.38586 1.07912  -0.083
H: 0.07653 -2.33488 1.82695  0.219
H: 2.67956 -1.47300 1.17210  0.219
H: 2.32545 0.64716 -0.32123  0.207
H: -0.11975 1.30376 -0.13626  0.417
H: -1.49622 -0.39513 0.97681  0.210
O: -2.21929 1.48903 -2.23477  -0.976
H: -3.17713 1.43306 -2.33540  0.490
H: -1.66898 1.46950 -3.01589  0.487

Properties
energy above the lowest of the compared OMol25 structures with the same formula, charge and spin	115.99	kJ/mol
E_HOMO	-8.13	eV
structure (SMILES)	c1cc[nH]c1.O
spin multiplicity	1
HOMO-LUMO gap	8.8	eV

=====

Below is one molecule with the formula C4H7NO, with properties calculated with the ωB97M-V functional and the def2-TZVPD basis.

Last column: natural (NBO) charge in e.
CARTESIAN COORDINATES (ANGSTROEM)
C: -1.68603 -0.42322 0.42144  -0.613
C: -0.25358 -0.43749 -0.05285  -0.071
C: 0.21027 0.51963 -1.09614  -0.241
N: 0.56210 0.70118 0.31084  -0.456
C: 1.91743 0.51678 0.59879  0.545
O: 2.41948 -0.48359 1.05716  -0.555
H: -1.74624 -0.60776 1.49874  0.223
H: -2.26474 -1.19200 -0.10069  0.216
H: -2.15506 0.54528 0.21887  0.214
H: 0.25959 -1.39905 -0.03197  0.218
H: 1.01604 0.18642 -1.75019  0.201
H: -0.47292 1.25038 -1.52383  0.205
H: 2.50006 1.42618 0.34600  0.115

Properties
energy above the lowest of the compared OMol25 structures with the same formula, charge and spin	164.42	kJ/mol
E_HOMO	-10.00	eV
structure (SMILES)	C[C@H]1CN1C=O
spin multiplicity	1
HOMO-LUMO gap	11.0	eV

=====

Below is one molecule with the formula C4H7NO, with properties calculated with the ωB97M-V functional and the def2-TZVPD basis.

Last column: natural (NBO) charge in e.
CARTESIAN COORDINATES (ANGSTROEM)
C: 1.55689 -0.41477 0.67218  -0.626
C: 0.55762 0.51671 0.02423  -0.132
N: 0.27984 0.44538 -1.29622  -0.453
C: -1.72622 -0.49989 -0.67773  -0.473
C: -1.12783 0.12814 0.42370  0.534
O: -1.54308 0.68289 1.40321  -0.515
H: 2.57584 -0.12729 0.38835  0.220
H: 1.39754 -1.46046 0.40005  0.221
H: 1.46907 -0.31038 1.75888  0.225
H: 0.57344 1.51706 0.46937  0.204
H: -0.05283 1.34217 -1.65049  0.351
H: -1.15042 -1.18596 -1.27751  0.239
H: -2.80985 -0.63363 -0.63802  0.206

Properties
energy above the lowest of the compared OMol25 structures with the same formula, charge and spin	446.87	kJ/mol
E_HOMO (spin up / spin down)	-8.62 / -8.92	eV
spin multiplicity	1
HOMO-LUMO gap (spin up / spin down)	7.3 / 7.9	eV